(1)
Molecular formula: N2
Method: DFT, ωB97M-V/def2-TZVPD

## Properties
highest occupied orbital energy = -0.4664 Eh
energy relative to the best compared isomer or geometry (same formula, charge and spin) = 633.0 kJ/mol
SMILES = N#N

XYZ file:
```
2
Properties=species:S:1:pos:R:3:forces:R:3
N 0.000000 0.000000 0.771608 0.0 0.0 -17.5
N 0.000000 0.000000 -0.771608 0.0 0.0 17.5
```
Forces are in eV/Å.

***

(2)
Molecular formula: N2
Method: DFT, ωB97M-V/def2-TZVPD

## Properties
highest occupied orbital energy = -0.4764 Eh
energy relative to the best compared isomer or geometry (same formula, charge and spin) = 533.8 kJ/mol
SMILES = N#N

XYZ file:
```
2
Properties=species:S:1:pos:R:3:forces:R:3
N 0.000000 0.000000 0.742603 0.0 0.0 -17.9
N 0.000000 0.000000 -0.742603 0.0 0.0 17.9
```
Forces are in eV/Å.

***

| no. | HOMO-LUMO gap (eV) |
| --- | --- |
| 1 | 10.8 |
| 2 | 11.5 |